Formula: C16H31CrF3O3P2S
Source: the Open Molecules 2025 dataset
Level of theory: ωB97M-V with the def2-TZVPD basis set

```
57
Properties=species:S:1:pos:R:3:mulliken_spin:R:1
P 2.18127 1.31800 -1.46164 0.004
P 0.87091 -2.40245 -1.21933 0.000
C 2.91845 -0.36182 -1.62677 -0.001
C 2.10104 -1.51930 -2.26110 0.001
H 3.33394 -0.64731 -0.64595 0.000
H 3.78991 -0.19225 -2.27960 0.000
H 1.59019 -1.19370 -3.18201 0.000
H 2.78101 -2.34158 -2.52375 0.000
C 1.83859 -3.52725 -0.17652 0.000
H 1.22186 -3.86086 0.66821 0.000
H 2.73589 -3.02912 0.21523 0.000
H 2.13696 -4.40238 -0.77111 0.000
C -0.02916 -3.44186 -2.39857 0.000
H 0.55903 -4.35515 -2.56669 0.000
H -0.17705 -2.90730 -3.34704 0.000
H -1.00757 -3.70611 -1.97579 0.000
C 3.39532 2.32157 -0.58931 0.000
H 2.95234 3.28008 -0.28273 0.000
H 4.24499 2.52271 -1.26215 0.000
H 3.76960 1.79359 0.30099 0.000
C 2.04411 1.90165 -3.17226 0.000
H 1.73966 1.07606 -3.83176 0.001
H 3.01091 2.29123 -3.52156 0.000
H 1.29284 2.69929 -3.23921 -0.001
Cr -2.65152 2.53124 2.53520 4.150
C -1.41722 -1.81130 0.37489 0.002
C -0.28877 -1.64095 1.09950 0.001
C 0.75280 -0.58258 0.88149 0.003
C 0.32805 0.86654 0.70598 -0.030
C 0.55305 1.40461 -0.76633 -0.005
C -0.47908 0.98660 -1.70523 -0.002
C -1.13718 -0.26780 -1.61078 0.012
C -2.05534 -0.72590 -0.43003 -0.037
C -3.42448 4.27072 1.65443 -0.078
H -2.00458 -2.72931 0.52227 0.001
H -0.02264 -2.40420 1.85053 -0.001
H 1.37959 -0.81415 -0.02394 0.000
H 1.49128 -0.65671 1.70704 0.000
H -0.71470 1.03126 1.00504 0.016
H 0.95770 1.46334 1.38811 0.005
H 0.48457 2.50443 -0.65359 0.001
H -0.68574 1.66949 -2.53281 0.002
H -0.26981 -1.01034 -1.57071 0.000
H -1.69166 -0.45617 -2.54223 -0.001
H -2.37549 0.09904 0.22108 0.021
H -2.95901 -1.15867 -0.88553 0.004
H -4.38148 4.11352 1.13021 0.008
H -2.66920 4.63613 0.93589 0.012
H -3.57698 5.01752 2.45222 -0.012
F -4.00888 -1.03253 4.93438 0.001
C -3.40767 0.17033 5.06204 0.016
F -4.34363 1.14697 4.91448 0.006
F -2.87116 0.26835 6.29900 0.000
S -2.11154 0.37093 3.76436 -0.114
O -1.54157 1.71717 4.04708 0.001
O -1.24841 -0.76805 3.88486 0.007
O -2.90432 0.47471 2.50150 0.008
```

The spin multiplicity is 5. The expectation value of S² is 6.0172. Its HOMO-LUMO gap (spin up / spin down) is 4.04 / 3.93 eV. The value obtained for the energy above the lowest of the compared OMol25 structures with the same formula, charge and spin is 96.4 kcal per mole. The lowest unoccupied orbital energy (spin up / spin down) is -0.3 / -0.3 eV. Its total energy is -3278.64193 Eh. As for the net charge: 0.


Formula: C16H31CuNP2
Source: the Open Molecules 2025 dataset
Level of theory: ωB97M-V with the def2-TZVPD basis set

```
51
Properties=species:S:1:pos:R:3:mulliken_spin:R:1
P 0.14329 -1.41692 -2.25770 0.000
P 0.03440 1.66819 -2.15568 0.000
C -0.23436 -0.53623 -3.89389 0.000
C 0.29229 0.89518 -3.86696 0.000
H -1.32913 -0.56523 -4.05281 0.000
H 0.26674 -1.10155 -4.69747 0.000
H 1.37373 0.93618 -4.09958 0.000
H -0.26271 1.50962 -4.59581 0.000
C -1.54611 2.49172 -2.64122 0.000
H -1.79763 3.23465 -1.87360 0.000
H -2.34854 1.74579 -2.71187 0.000
H -1.41086 2.98853 -3.61425 0.000
C 1.13770 3.10164 -2.53233 0.000
H 0.84460 3.54952 -3.49605 0.000
H 2.17546 2.74109 -2.58028 0.000
H 1.03006 3.83167 -1.71897 0.000
C -0.97401 -2.83535 -2.65008 0.000
H -0.79979 -3.61676 -1.89823 0.000
H -0.74963 -3.21457 -3.66094 0.000
H -2.01577 -2.48729 -2.59675 0.000
C 1.68813 -2.19234 -2.90870 0.000
H 2.47804 -1.43463 -2.98669 0.000
H 1.48466 -2.62558 -3.89961 0.000
H 1.99692 -2.98082 -2.21108 0.000
Cu 0.22193 0.01089 4.03155 0.407
C 0.66099 1.51303 2.42435 -0.005
C -0.71891 1.45055 2.36823 0.036
C -1.50288 0.68140 1.36314 0.003
C -1.87269 -0.78066 1.71375 0.001
C -0.82831 -1.60629 2.38220 -0.025
C 0.51694 -1.51108 2.20198 0.070
C 1.19510 -0.69159 1.14957 0.016
C 1.61376 0.74042 1.55140 0.010
C 0.12008 -1.47225 5.32732 0.399
H 1.12860 2.31248 3.01130 -0.002
H -1.29306 2.14175 2.99100 -0.002
H -1.03120 0.69731 0.37353 0.005
H -2.46866 1.19635 1.25714 -0.002
H -2.72952 -0.77116 2.40873 0.002
H -2.23648 -1.23910 0.77283 0.004
H -1.21384 -2.37443 3.07607 -0.003
H 1.16801 -2.19608 2.76845 0.003
H 0.60520 -0.64890 0.22166 0.003
H 2.13288 -1.19889 0.88689 -0.002
H 2.54947 0.68757 2.13003 -0.004
H 1.85396 1.27245 0.61324 -0.002
H 0.89364 -1.26319 6.08806 -0.008
H 0.28238 -2.45145 4.84534 -0.017
H -0.86639 -1.45122 5.83008 -0.007
N 0.16614 2.03579 6.33632 -0.011
C 0.17537 1.22979 5.47639 0.130
```

The spin multiplicity is 2. The expectation value of S² is 0.7556. Its HOMO-LUMO gap (spin up / spin down) is 7.24 / 8.59 eV. The value obtained for the energy above the lowest of the compared OMol25 structures with the same formula, charge and spin is 5.7 kcal per mole. The lowest unoccupied orbital energy (spin up / spin down) is 0.1 / 0.1 eV. Its total energy is -3006.03947 Eh. As for the net charge: 0.


Formula: C16H31N2O2PSiTc
Source: the Open Molecules 2025 dataset
Level of theory: ωB97M-V with the def2-TZVPD basis set

```
54
Properties=species:S:1:pos:R:3:mulliken_spin:R:1
C -1.71890 2.15044 -1.60354 0.013
C -1.13813 1.06499 -2.46041 0.006
N -0.78385 -0.10776 -1.88243 -0.017
C -0.67904 -1.21989 -2.66512 0.018
C -0.51484 -1.13927 -4.03798 -0.003
C -0.74350 0.09859 -4.63833 0.011
C -1.12461 1.19383 -3.84925 -0.003
C -1.04652 -2.54080 -2.02665 -0.001
P -0.71914 -2.42322 -0.17195 -0.053
H -1.37011 2.13298 -4.34490 0.001
H -0.40304 -2.10085 -4.55726 0.000
H -0.70726 0.09876 -5.72534 0.000
C 0.18248 2.79224 -0.32934 0.015
C -1.93018 2.68107 0.74944 0.041
H -0.56822 -3.44042 -2.44799 0.000
H -2.79818 2.05190 -1.47461 -0.009
H -1.52091 3.13098 -2.03313 0.006
C 0.75024 -3.48326 0.29452 0.018
C -2.02406 -3.43889 0.59187 0.024
H 1.06914 -3.45604 1.36159 -0.001
H 0.45505 -4.52089 0.08303 -0.001
H 1.60106 -3.19456 -0.33473 0.002
H -2.30636 -3.09336 1.59893 0.000
H -2.84841 -3.31251 -0.10746 0.000
H -1.70138 -4.48474 0.64184 0.001
H -2.05644 3.75569 0.60531 0.019
H -2.88214 2.15113 0.71246 0.002
H -1.51059 2.47624 1.73840 0.014
H 0.03659 3.83658 -0.62283 0.009
H 0.69490 2.79930 0.63310 -0.002
H 0.87577 2.34961 -1.03307 -0.001
C -1.21742 -0.54574 2.21417 -0.072
O -1.49708 -0.85757 3.30761 0.144
Tc -0.90935 -0.18619 0.36553 2.376
O -3.18471 0.37362 0.47800 0.483
H -2.04760 -2.78068 -2.35414 -0.001
H -3.63386 0.18425 -0.40467 -0.012
N -1.09570 2.08780 -0.28175 0.034
C 3.92905 -0.50524 2.13258 0.457
Si 2.30673 0.52162 1.99823 0.195
C 1.47685 0.43082 3.68523 0.053
C 2.88654 2.32375 1.74820 0.132
C 1.24203 -0.15886 0.54548 -0.065
H 4.57239 -0.10142 2.93779 0.007
H 4.50334 -0.46362 1.18829 0.019
H 3.70326 -1.56226 2.36534 0.039
H 2.19087 0.76109 4.46050 -0.002
H 0.59906 1.09386 3.71877 0.025
H 1.16091 -0.60099 3.90640 -0.002
H 3.03624 2.53902 0.67707 -0.002
H 2.15564 3.03377 2.16579 0.037
H 3.84355 2.48634 2.27648 -0.002
H 1.67021 -1.19946 0.55009 0.055
H 1.73967 0.31825 -0.34516 -0.003
```

The spin multiplicity is 5. The expectation value of S² is 6.0434. Its HOMO-LUMO gap (spin up / spin down) is 8.72 / 4.00 eV. The value obtained for the energy above the lowest of the compared OMol25 structures with the same formula, charge and spin is 47.4 kcal per mole. The lowest unoccupied orbital energy (spin up / spin down) is -10.1 / -14.7 eV. Its total energy is -1598.71106 Eh. As for the net charge: +3.


Formula: C16H31N3O3
Source: the Open Molecules 2025 dataset
Level of theory: ωB97M-V with the def2-TZVPD basis set

```
53
Properties=species:S:1:pos:R:3:nbo_charge:R:1
C -6.99435 -1.24302 0.26266 -0.598
C -5.85639 -0.65140 -0.56051 -0.388
C -4.53397 -0.67319 0.20060 -0.423
C -3.39852 -0.07524 -0.64438 -0.206
N -2.08053 -0.02692 -0.03416 -0.465
C -1.95914 0.87161 1.10710 -0.233
C -2.18844 2.35292 0.80024 -0.402
C -1.14703 2.97394 -0.13320 -0.407
C -1.39092 2.66230 -1.60531 -0.615
C -1.55349 -1.34767 0.24962 -0.235
C -0.01783 -1.40368 0.35226 0.087
O 0.48465 -0.94932 1.59622 -0.732
C 0.63412 -0.55348 -0.74429 -0.250
N 2.05809 -0.47127 -0.53957 -0.472
C 2.90950 -1.57977 -0.62127 0.801
O 2.59330 -2.68335 -0.98472 -0.624
N 4.13448 -1.14662 -0.24482 -0.625
C 4.14881 0.23164 0.18884 0.021
C 5.09576 1.08517 -0.65407 -0.603
C 4.45798 0.35590 1.68192 -0.605
C 2.69127 0.63580 -0.06222 0.716
O 2.20511 1.72360 0.11003 -0.592
H -7.92611 -1.21761 -0.29756 0.208
H -7.13235 -0.68000 1.18338 0.201
H -6.77932 -2.27717 0.52360 0.200
H -6.10081 0.37890 -0.82932 0.194
H -5.74740 -1.21741 -1.48868 0.193
H -4.64497 -0.10087 1.12382 0.197
H -4.29250 -1.70405 0.46932 0.194
H -3.30302 -0.65522 -1.56857 0.190
H -3.67047 0.94219 -0.92726 0.199
H -0.93956 0.77160 1.48204 0.226
H -2.64435 0.57281 1.92191 0.160
H -3.18868 2.51573 0.39503 0.189
H -2.14356 2.87170 1.76152 0.210
H -0.15195 2.63083 0.15477 0.221
H -1.16761 4.05884 -0.00052 0.198
H -2.33603 3.09131 -1.93516 0.194
H -1.42274 1.58978 -1.77039 0.215
H -0.59484 3.08681 -2.21299 0.208
H -1.84611 -2.00396 -0.57324 0.208
H -1.96727 -1.77379 1.18434 0.164
H 0.29093 -2.45205 0.21318 0.186
H 0.02865 -1.42035 2.30202 0.474
H 0.24526 0.46297 -0.69936 0.255
H 0.42810 -1.00059 -1.71831 0.223
H 4.92172 -1.76508 -0.15827 0.416
H 4.92786 2.13469 -0.42885 0.231
H 4.90870 0.92048 -1.71265 0.220
H 6.13075 0.83324 -0.43450 0.210
H 4.31837 1.38742 1.99274 0.230
H 3.78193 -0.27424 2.25554 0.225
H 5.48426 0.05638 1.88326 0.208
```

Its SMILES is CCCCN(CCCC)C[C@H](O)CN1C(=O)NC(C)(C)C1=O. The spin multiplicity is 1. Its HOMO-LUMO gap is 9.00 eV. The value obtained for the energy above the lowest of the compared OMol25 structures with the same formula, charge and spin is 2.5 kcal per mole. The lowest unoccupied orbital energy is 0.7 eV. Its total energy is -1018.30809 Eh. As for the net charge: 0.